# 1
Formula: C4H9N2Se
Source: OMol25
Level of theory: the ωB97M-V functional and the def2-TZVPD basis

Element x y z (Å)
1 C -0.10926 1.85689 -0.11149
2 C 0.66854 0.70670 -0.61897
3 C -1.33105 0.23272 0.71631
4 C 0.89431 -1.35617 0.46230
5 N -1.04518 1.61565 0.67894
6 N -0.09572 -0.46043 -0.21081
7 Se -3.10640 -0.11141 -0.08071
8 H 0.16560 2.94908 -0.40221
9 H 0.68871 0.74932 -1.66753
10 H 1.63276 0.62556 -0.22738
11 H -1.47541 -0.36043 1.75984
12 H 1.06284 -0.91035 1.52369
13 H 0.40335 -2.39264 0.57962
14 H 1.85700 -1.35895 -0.20628
15 H -0.43397 -0.94196 -1.03295
16 H -3.58347 -1.18499 0.86722

## Properties
Spin multiplicity: 3
Net charge: +1
Expectation value of S²: 2.01
HOMO energy (spin up / spin down): -9.1 / -14.7 eV
Calculated total energy: -2668.26015 a.u.
LUMO energy (spin up / spin down): -3.50 / -7.41 eV
Orbital gap (spin up / spin down): 5.6 / 7.3 eV

---

# 2
Formula: CdH50O29P
Source: OMol25
Level of theory: the ωB97M-V functional and the def2-TZVPD basis

Element x y z (Å)
1 Cd 13.12849 -23.28977 3.71720
2 P 10.78283 -24.11216 4.52299
3 O 11.71578 -22.93209 4.95008
4 O 9.34712 -23.73921 4.07033
5 O 10.37851 -25.13721 5.60681
6 O 11.76451 -24.73770 3.49313
7 O 10.40599 -25.16141 1.33483
8 H 11.01428 -24.76061 0.71388
9 H 10.80368 -25.00980 2.19220
10 O 11.14960 -27.83350 5.75745
11 H 10.93633 -26.90072 5.73153
12 H 10.40222 -28.26223 5.34050
13 O 14.68276 -24.77326 8.13849
14 H 14.94022 -24.30859 8.93475
15 H 13.72908 -24.69532 8.11287
16 O 11.58030 -25.21391 7.88424
17 H 10.94127 -25.12920 8.59183
18 H 11.06014 -25.15549 7.08284
19 O 14.71168 -23.93283 2.51858
20 H 14.92238 -24.82726 2.25056
21 H 15.39816 -23.39575 2.12296
22 O 14.29686 -24.50185 5.05891
23 H 14.73989 -24.06305 5.78514
24 H 14.23778 -25.41741 5.33184
25 O 10.35264 -21.68660 0.47847
26 H 9.58830 -22.07387 0.90513
27 H 10.14555 -20.75421 0.41535
28 O 12.27909 -24.11333 -0.19290
29 H 12.36090 -23.25470 0.22220
30 H 13.17846 -24.36523 -0.40249
31 O 17.07322 -24.03692 5.92378
32 H 16.86142 -24.17586 6.84686
33 H 17.74272 -24.69295 5.72981
34 O 14.03197 -21.63181 8.78102
35 H 13.19240 -22.04722 8.58403
36 H 14.54214 -21.72859 7.97691
37 O 17.13337 -21.73087 4.13453
38 H 17.33883 -22.52363 4.63007
39 H 17.15711 -22.00754 3.21850
40 O 12.68999 -22.03596 2.00184
41 H 13.31231 -21.36146 1.72981
42 H 11.87835 -21.81115 1.54694
43 O 17.11945 -22.45117 1.61682
44 H 16.90986 -21.65347 1.13103
45 H 17.65173 -22.96774 1.01178
46 O 8.93788 -26.69597 3.78861
47 H 9.18979 -26.27654 2.96590
48 H 9.08922 -27.62913 3.63844
49 O 8.34316 -21.39293 4.68383
50 H 8.55506 -22.29597 4.44752
51 H 8.81007 -21.24415 5.50608
52 O 13.60535 -19.16787 5.37456
53 H 14.20194 -19.18670 6.12286
54 H 13.52137 -18.23930 5.15790
55 O 12.65460 -27.10418 3.52531
56 H 12.18352 -27.45280 4.28214
57 H 12.37793 -26.18945 3.47093
58 O 16.13992 -21.50149 6.81129
59 H 16.36426 -20.57355 6.74198
60 H 16.84783 -21.95442 6.35306
61 O 8.41028 -23.17901 1.55888
62 H 8.67296 -23.42236 2.44658
63 H 7.47406 -22.99219 1.62837
64 O 10.78999 -27.89593 1.71333
65 H 11.61307 -27.79754 2.19198
66 H 10.73208 -27.10913 1.17127
67 O 14.96977 -26.59886 1.99998
68 H 14.15604 -26.98478 2.32423
69 H 15.64170 -27.24955 2.20332
70 O 14.36772 -20.26549 0.68460
71 H 14.31019 -19.43748 0.20780
72 H 15.30700 -20.43183 0.76418
73 O 14.28473 -21.65512 4.30493
74 H 13.88315 -20.85376 4.64075
75 H 15.21122 -21.57209 4.53068
76 O 11.26893 -20.21361 4.35254
77 H 11.13988 -21.14004 4.55582
78 H 11.92477 -19.91841 4.98417
79 O 11.88519 -22.42165 7.43118
80 H 11.86069 -22.52423 6.47980
81 H 11.56668 -23.25789 7.77099

## Properties
Net charge: -1
HOMO energy: -4.3 eV
Calculated total energy: -2721.28443 a.u.
LUMO energy: 0.52 eV
Orbital gap: 4.8 eV

---

# 3
Formula: C19H23N3OS
Source: OMol25
Level of theory: the ωB97M-V functional and the def2-TZVPD basis

Element x y z (Å)
1 C 1.54094 6.53480 1.45155
2 O 0.66327 5.82894 0.60804
3 C 1.10232 4.67936 0.02744
4 C 2.36546 4.12435 0.20828
5 C 2.69513 2.95505 -0.45666
6 C 1.79292 2.31771 -1.28362
7 C 0.51695 2.85630 -1.44801
8 N -0.43722 2.26691 -2.28139
9 C -0.43397 0.99673 -2.79565
10 S -0.96555 0.76052 -4.34658
11 N -0.04683 -0.02616 -2.01065
12 C 0.04340 -1.35290 -2.59010
13 C 0.75306 -2.27493 -1.60339
14 N 0.03441 -2.42466 -0.34659
15 C -0.77832 -3.62481 -0.25454
16 C -1.23717 -3.84513 1.16263
17 C -2.56810 -4.09842 1.45923
18 C -2.96848 -4.30932 2.76806
19 C -2.04126 -4.26132 3.79366
20 C -0.71062 -4.00379 3.50560
21 C -0.31115 -3.80006 2.19815
22 C -0.74195 -1.23637 -0.02430
23 C -0.06749 0.02081 -0.56161
24 C 0.18521 4.03896 -0.80167
25 H 2.43756 6.86209 0.91561
26 H 1.83376 5.93544 2.31964
27 H 0.98531 7.40820 1.78911
28 H 3.09708 4.59418 0.84495
29 H 3.68486 2.54121 -0.33258
30 H 2.08049 1.43303 -1.82878
31 H -0.99579 2.91255 -2.82466
32 H 0.59852 -1.28617 -3.52965
33 H -0.95729 -1.73640 -2.82883
34 H 0.89752 -3.25429 -2.06133
35 H 1.74440 -1.86099 -1.38312
36 H -0.15499 -4.47282 -0.55601
37 H -1.65559 -3.58826 -0.92563
38 H -3.29793 -4.13492 0.66240
39 H -4.00750 -4.50866 2.98619
40 H -2.35369 -4.42364 4.81471
41 H 0.01660 -3.96517 4.30359
42 H 0.72243 -3.59533 1.96351
43 H -1.76295 -1.29546 -0.44094
44 H -0.83163 -1.16620 1.06387
45 H 0.94858 0.09401 -0.15716
46 H -0.62613 0.90125 -0.23880
47 H -0.78863 4.48378 -0.93397

## Properties
SMILES string: COc1cccc(NC(=S)N2CCN(Cc3ccccc3)CC2)c1
HOMO energy: -7.9 eV
Calculated total energy: -1375.49637 a.u.
LUMO energy: 0.67 eV
Orbital gap: 8.6 eV

---

# 4
Formula: C2HClFO2
Source: OMol25
Level of theory: the ωB97M-V functional and the def2-TZVPD basis

Element x y z (Å)
1 C 1.33190 -1.96300 1.16987
2 C 0.53034 0.02426 -0.34677
3 O 2.28480 -2.42856 0.68790
4 O 0.51059 -1.72148 1.95100
5 F 0.64382 -0.24068 -1.71375
6 Cl 1.62762 1.46487 -0.17546
7 H -0.41416 0.45147 0.00281

## Properties
Net charge: -1
HOMO energy: -2.3 eV
Calculated total energy: -787.36055 a.u.
LUMO energy: 3.99 eV
Orbital gap: 6.3 eV

---

# 5
Formula: C2H8N2
Source: OMol25
Level of theory: the ωB97M-V functional and the def2-TZVPD basis

Element x y z (Å)
1 H -1.63676 1.09848 0.14915
2 N -0.96879 1.33679 0.87270
3 C 0.24762 1.07605 0.67920
4 N 1.13639 1.58226 1.61183
5 H 0.77294 0.52910 -0.10014
6 H 0.59051 2.11355 2.25100
7 H 1.96279 1.14178 1.91060
8 C -0.39201 -1.78058 -1.42766
9 H -0.38560 -2.16354 -0.42014
10 H 0.29825 -2.29831 -2.09024
11 H -0.22934 -0.71821 -1.59627
12 H -1.39599 -1.91738 -1.84003

## Properties
SMILES string: [H]/N=C/N.C
HOMO energy: -9.3 eV
Calculated total energy: -190.48730 a.u.
LUMO energy: 1.04 eV
Orbital gap: 10.4 eV

---

# 6
Formula: C5H11N
Source: OMol25
Level of theory: the ωB97M-V functional and the def2-TZVPD basis

Element x y z (Å)
1 C -1.50045 -0.12069 1.68354
2 C -1.65629 -0.25202 0.15571
3 C -0.68487 0.65883 -0.64103
4 C 0.56950 -0.17249 -0.84878
5 C 1.55742 -0.04651 0.12719
6 N 2.80337 -0.41572 -0.02771
7 H -0.44465 -0.36884 1.86384
8 H -2.04661 -0.92779 2.16136
9 H -1.70074 0.90826 1.95732
10 H -1.36915 -1.26913 -0.12098
11 H -2.68944 -0.04297 -0.11519
12 H -1.09298 1.00910 -1.58585
13 H -0.28079 1.55593 -0.16207
14 H 0.61348 -0.90993 -1.64826
15 H 1.32624 0.66443 -2.34691
16 H 3.12712 -0.38137 -0.99431
17 H 3.46883 0.11091 0.54214

## Properties
Spin multiplicity: 2
Net charge: +1
Expectation value of S²: 0.97
HOMO energy (spin up / spin down): -15.2 / -14.9 eV
Calculated total energy: -251.37672 a.u.
LUMO energy (spin up / spin down): -6.90 / -7.40 eV
Orbital gap (spin up / spin down): 8.3 / 7.5 eV